Record 1
23
Properties=species:S:1:pos:R:3:nbo_charge:R:1 method="wB97M-V/def2-TZVPD" fmax_ev_per_a=0.6 e_tot_ev=-88531.22069 homo_ev=-7.98
C 2.046 -3.225 -0.910 -0.5570
C 1.056 -2.907 -0.285 0.1383
C -0.054 -2.393 0.427 -0.9999
Ga 0.222 -0.363 0.214 1.3234
C 0.252 -0.106 -1.788 -1.2110
I 2.580 0.129 1.181 -0.4313
C -1.286 0.634 1.133 -0.8701
I -1.837 -0.369 2.946 0.0835
C -1.059 2.098 1.427 -0.2722
C -0.213 2.817 0.404 -0.6550
I -2.995 3.137 1.494 -0.0232
H 3.025 -3.156 -1.312 0.2406
H -0.982 -2.657 -0.074 0.2488
H -0.069 -2.732 1.455 0.2757
H 0.013 0.900 -2.109 0.2352
H 1.263 -0.346 -2.121 0.1869
H -0.433 -0.814 -2.263 0.1837
H -2.144 0.549 0.477 0.2291
H -0.667 2.252 2.423 0.2266
H -0.275 3.888 0.558 0.2269
H -0.545 2.620 -0.611 0.2077
H 0.831 2.535 0.525 0.2386
Na 1.373 -2.736 -3.280 0.9746



Record 2
75
Properties=species:S:1:pos:R:3:lowdin_charge:R:1 method="wB97M-V/def2-TZVPD" fmax_ev_per_a=3.0 de_lowest_kj_mol=336.0 e_tot_ev=-81107.00122 charge=+1 homo_ev="-11.35 / -11.34"
Mo 0.408 1.243 -0.217 1.8123
N 3.445 0.298 3.055 0.1109
C 2.437 0.817 2.355 -0.7734
S 2.791 1.350 0.705 0.8307
N 1.248 0.963 2.826 -0.0011
N 0.379 1.572 1.986 -0.1501
C -0.484 2.369 2.546 -0.0066
C -1.185 3.407 1.872 -0.1505
C -2.186 4.170 2.493 -0.0071
C -2.683 5.299 1.884 -0.0384
C -2.159 5.732 0.668 -0.0193
C -1.171 5.014 0.029 0.0279
C -0.723 3.811 0.581 -0.3014
O 0.092 2.987 -0.017 -0.2587
H 4.379 0.360 2.683 0.0982
H 3.317 0.097 4.033 0.1193
H -0.538 2.343 3.634 0.1575
H -2.589 3.836 3.438 0.1302
H -3.483 5.855 2.347 0.1188
H -2.536 6.633 0.209 0.1214
H -0.763 5.320 -0.922 0.1317
O -1.705 2.086 -3.956 -0.0389
P -0.949 2.276 -2.597 0.2296
O 0.177 3.207 -2.664 -0.2292
O -0.556 0.893 -2.042 -0.3650
O -2.106 2.763 -1.557 -0.2294
P -2.705 1.816 -0.399 0.2925
O -3.418 0.683 -1.271 -0.0882
O -3.616 2.533 0.481 -0.1867
O -1.501 1.131 0.299 -0.4066
H -2.393 1.420 -3.967 0.0953
H -4.354 0.684 -1.069 0.0989
C 3.625 1.923 -2.995 -0.0101
C 3.165 0.561 -2.587 -0.2429
C 3.812 -0.607 -2.982 0.0346
C 3.390 -1.832 -2.490 -0.2336
C 4.084 -3.098 -2.883 -0.0281
C 2.324 -1.912 -1.594 0.0493
C 1.610 -0.780 -1.185 -0.2720
C 2.077 0.441 -1.740 -0.2079
N 0.597 -0.668 -0.226 -0.0719
C -0.200 -1.781 0.332 -0.3799
C 0.368 -3.209 0.323 -0.0859
C -0.608 -4.183 1.004 -0.2771
C -1.925 -4.205 0.229 -0.1109
C -2.500 -2.792 0.201 -0.2718
C -2.778 -2.341 1.634 -0.1017
C -1.480 -2.370 2.437 -0.2749
C -0.873 -3.768 2.444 -0.1130
C -0.496 -1.397 1.792 -0.0973
C -1.511 -1.838 -0.473 -0.0762
H 4.439 1.871 -3.713 0.0902
H 3.975 2.455 -2.108 0.0881
H 2.799 2.493 -3.418 0.0881
H 4.654 -0.554 -3.656 0.1302
H 4.986 -2.890 -3.451 0.0836
H 3.421 -3.712 -3.492 0.0957
H 4.352 -3.674 -2.000 0.0907
H 2.098 -2.888 -1.216 0.0942
H 1.523 1.430 -1.560 0.0330
H 1.335 -3.245 0.830 0.1347
H 0.466 -3.556 -0.705 0.1119
H -0.161 -5.183 0.984 0.1475
H -2.630 -4.880 0.717 0.1261
H -1.761 -4.567 -0.787 0.1240
H -3.432 -2.782 -0.372 0.1471
H -3.517 -3.004 2.086 0.1271
H -3.181 -1.325 1.634 0.1225
H -1.679 -2.053 3.465 0.1481
H -1.557 -4.475 2.913 0.1258
H 0.056 -3.771 3.016 0.1235
H 0.440 -1.381 2.358 0.1179
H -0.948 -0.406 1.815 0.0870
H -1.946 -0.846 -0.536 0.0695
H -1.282 -2.173 -1.488 0.1404



Record 3
14
Properties=species:S:1:pos:R:3:nbo_charge:R:1 method="wB97M-V/def2-TZVPD" fmax_ev_per_a=9.1 de_lowest_kj_mol=761.2 e_tot_ev=-10198.05064 homo_ev=-8.48
C -0.476 -1.169 0.092 0.2709
C -1.097 0.134 -0.174 -0.3194
C -0.088 1.107 -0.256 -0.0333
C 1.075 0.475 -0.364 -0.0599
H -1.974 -1.841 1.517 0.4009
H -1.607 -3.174 -0.209 0.3994
H -2.171 0.460 0.105 0.2292
H 1.982 0.762 -0.697 0.2099
H 1.822 -1.355 -0.322 0.4249
H 1.477 2.399 0.785 0.3079
N -1.093 -2.417 0.706 -0.8646
N 0.925 -0.850 -0.025 -0.5339
N 0.066 2.499 -0.939 -0.0737
N 1.160 2.972 -0.218 -0.3580



Record 4
11
Properties=species:S:1:pos:R:3:nbo_charge:R:1 method="wB97M-V/def2-TZVPD" fmax_ev_per_a=1.1 de_lowest_kj_mol=64.8 e_tot_ev=-7765.85476 smiles="N#CCCC=O" homo_ev=-10.59
O -1.259 -1.741 -0.546 -0.5149
C -0.318 -1.220 -1.093 0.4459
C 0.537 -0.133 -0.475 -0.5077
C 0.063 0.268 0.932 -0.5290
C -0.432 1.645 0.993 0.2862
N -0.815 2.736 1.026 -0.3243
H -0.012 -1.528 -2.113 0.1183
H 0.543 0.719 -1.166 0.2499
H 1.570 -0.503 -0.458 0.2414
H 0.868 0.164 1.665 0.2537
H -0.746 -0.406 1.235 0.2805



Record 5
20
Properties=species:S:1:pos:R:3:nbo_charge:R:1 method="wB97M-V/def2-TZVPD" fmax_ev_per_a=0.2 de_lowest_kj_mol=76.4 e_tot_ev=-7922.04106 smiles=C[C@H]1N(C)C1(C)C homo_ev=-8.75
C 1.718 -1.473 0.373 -0.6183
C 0.341 -0.855 0.438 -0.0724
N 0.249 0.537 0.851 -0.4173
C -0.771 0.884 1.826 -0.4157
C -0.159 0.184 -0.509 0.0880
C -1.631 0.242 -0.871 -0.6258
C 0.735 0.682 -1.627 -0.6097
H 1.976 -1.938 1.332 0.2129
H 1.778 -2.243 -0.405 0.2092
H 2.469 -0.707 0.166 0.2186
H -0.435 -1.518 0.834 0.1816
H -1.239 1.837 1.554 0.1973
H -1.568 0.130 1.932 0.1678
H -0.298 1.009 2.805 0.2046
H -1.797 -0.182 -1.868 0.2190
H -2.268 -0.298 -0.165 0.2124
H -1.966 1.288 -0.901 0.2097
H 1.773 0.784 -1.304 0.2210
H 0.395 1.658 -1.993 0.2101
H 0.698 -0.022 -2.469 0.2069



Record 6
15
Properties=species:S:1:pos:R:3:nbo_charge:R:1 method="wB97M-V/def2-TZVPD" fmax_ev_per_a=1.1 de_lowest_kj_mol=386.5 e_tot_ev=-8290.99056 homo_ev=-7.72
C -1.795 -1.167 -0.251 -0.6726
C -0.992 0.051 -0.661 -0.1886
C -0.840 0.977 0.484 -0.2742
N 0.313 0.091 0.211 -0.4202
C 1.530 0.728 -0.294 -0.3160
C 2.653 -0.210 -0.399 0.2565
N 3.567 -0.916 -0.442 -0.2806
H -1.720 -1.444 0.824 0.1559
H -1.562 -2.056 -0.846 0.2157
H -2.852 -0.930 -0.429 0.2281
H 0.470 -0.626 0.917 0.4073
H -0.618 2.033 0.313 0.1932
H -1.268 0.786 1.476 0.1820
H 1.281 1.139 -1.276 0.2767
H 1.833 1.543 0.375 0.2367



Record 7
18
Properties=species:S:1:pos:R:3:nbo_charge:R:1 method="wB97M-V/def2-TZVPD" fmax_ev_per_a=5.8 de_lowest_kj_mol=116.6 e_tot_ev=-15927.01039 smiles=N#Cc1nonc1-c1ccccc1 homo_ev=-9.91
C 2.105 1.619 -0.273 0.2508
C 1.814 0.212 -0.017 -0.0627
C 0.672 -0.611 0.048 0.1941
C -0.745 -0.184 -0.002 -0.1383
C -1.330 1.024 0.553 -0.1595
C -2.782 1.258 0.567 -0.2365
C -3.618 0.367 -0.143 -0.1708
C -3.093 -0.919 -0.432 -0.2411
C -1.767 -1.104 -0.376 -0.1520
H -0.558 1.748 1.088 0.2303
H -3.166 2.269 1.092 0.2446
H -4.713 0.521 -0.441 0.2340
H -3.598 -1.725 -0.832 0.2259
H -1.278 -2.139 -0.624 0.2214
N 2.470 2.712 -0.571 -0.2615
N 2.927 -0.466 0.192 0.0412
N 1.087 -1.839 0.079 -0.0932
O 2.548 -1.688 0.283 -0.1268



Record 8
7
Properties=species:S:1:pos:R:3:nbo_charge:R:1 method="wB97M-V/def2-TZVPD" fmax_ev_per_a=4.5 de_lowest_kj_mol=451.0 e_tot_ev=-29088.98127 homo_ev="-8.89 / -8.19"
C -0.994 0.492 -0.004 0.3573
N -1.668 -0.438 0.420 -0.5658
N 1.283 -0.066 -0.657 -0.5809
Cl 2.036 1.324 0.214 0.0223
Cl 1.478 -1.542 0.005 0.1615
H -0.941 1.502 -0.285 0.2186
H -1.195 -1.272 0.308 0.3870



Record 9
11
Properties=species:S:1:pos:R:3:nbo_charge:R:1 method="wB97M-V/def2-TZVPD" fmax_ev_per_a=2.5 de_lowest_kj_mol=206.8 e_tot_ev=-8775.55140 smiles="O=C=NCCO" homo_ev=-10.49
O 2.466 0.384 0.921 -0.4624
C 1.539 -0.255 0.628 0.8905
N 0.666 -1.121 0.429 -0.6223
C -0.711 -0.587 0.406 -0.2537
C -0.677 0.696 -0.493 -0.0964
O 0.597 0.669 -1.102 -0.7056
H 0.759 -0.341 -1.057 0.4768
H -1.382 -1.354 0.010 0.2093
H -0.992 -0.374 1.439 0.2055
H -0.832 1.610 0.100 0.1801
H -1.433 0.672 -1.282 0.1783